Record 1
Computed, not measured: a 2-piece molecular cluster, C6H12N2 overall, with ωB97M-V/def2-TZVPD.

The expectation value of S² is 0.750. The value obtained for the HOMO-LUMO gap (alpha / beta) is 2.467 / 8.447 eV. The calculation puts the total energy at -345.270115 Eh. For the energy above the lowest of the compared OMol25 structures with the same formula, charge and spin, the calculation gives 0.274 eV. For the largest force on an atom, the calculation gives 1.49 eV/A.

ORCA input file:
```
! wB97M-V def2-TZVPD RIJCOSX def2/J DEFGRID3
* xyz -1 2
C 1.62368 -1.56888 -0.43021
C 1.70642 -2.23540 -1.81704
H 1.44932 -0.50365 -0.56577
H 0.69182 -1.89594 0.04541
H 2.46291 -1.76314 0.23352
H 1.58332 -3.31137 -1.73362
H 2.52473 -1.76985 -2.36758
H 0.78994 -1.99342 -2.37257
C -2.14444 0.37464 -0.54424
C -0.13077 1.63220 0.45721
C -1.25889 0.87446 0.55111
C -0.87734 1.67395 2.49706
N 0.15285 2.08428 1.71095
N -1.71416 0.89810 1.86307
H 0.40037 1.82214 -0.45246
H 0.70573 2.92049 1.88515
H -2.61107 -0.57112 -0.27806
H -1.59519 0.31985 -1.48645
H -0.85384 1.88511 3.55514
H -2.90541 1.12758 -0.75061
*
```


Record 2
Computed, not measured: a 2-piece molecular cluster, C6H12N2 overall, with ωB97M-V/def2-TZVPD.

The expectation value of S² is 0.761. The value obtained for the HOMO-LUMO gap (alpha / beta) is 3.003 / 6.769 eV. The calculation puts the total energy at -345.238987 Eh. For the energy above the lowest of the compared OMol25 structures with the same formula, charge and spin, the calculation gives 1.121 eV. For the largest force on an atom, the calculation gives 2.00 eV/A.

ORCA input file:
```
! wB97M-V def2-TZVPD RIJCOSX def2/J DEFGRID3
* xyz -1 2
C -1.77666 0.43372 -2.18358
C -0.75834 0.50655 1.26493
C -1.48850 0.16709 -0.75427
C -1.83241 -0.95865 -0.03806
N -0.80812 1.05221 0.00392
N -1.45570 -0.72920 1.29528
H -0.61174 1.17818 2.09235
H -1.21851 -1.47361 1.93285
H -2.32219 -1.88541 -0.33040
H -0.88795 0.33950 -2.81381
H -2.36229 1.34126 -2.32504
H -2.44337 -0.27878 -2.73970
C 2.23176 -0.76763 0.54405
C 2.24413 0.77111 0.52866
H 1.75549 -1.09612 1.45976
H 1.72007 -1.14423 -0.35975
H 3.27181 -1.06070 0.63155
H 1.50132 1.24686 -0.10935
H 3.23350 1.21391 0.37961
H 2.00772 1.14393 1.52101
*
```


Record 3
Computed, not measured: a 2-piece molecular cluster, C6H12N2 overall, with ωB97M-V/def2-TZVPD.

The expectation value of S² is 0.765. The value obtained for the HOMO-LUMO gap (alpha / beta) is 2.490 / 6.775 eV. The calculation puts the total energy at -345.194784 Eh. For the energy above the lowest of the compared OMol25 structures with the same formula, charge and spin, the calculation gives 2.324 eV. For the largest force on an atom, the calculation gives 4.64 eV/A.

ORCA input file:
```
! wB97M-V def2-TZVPD RIJCOSX def2/J DEFGRID3
* xyz -1 2
C 2.64007 -0.12244 0.16510
C 2.46292 -0.43261 1.58754
H 3.03030 -0.99067 -0.53250
H 1.57322 0.15805 -0.15080
H 3.37081 0.67637 -0.02017
H 3.13690 -1.26227 1.93117
H 1.50189 -0.57683 2.00381
H 2.77332 0.36123 2.33884
C -2.34128 0.26611 1.19155
C -0.41488 -0.53817 -1.68597
C -1.94708 0.07092 -0.25300
C -2.37729 0.64413 -1.46260
N -0.68820 -0.68913 -0.43332
N -1.39660 0.26048 -2.40342
H 0.31713 -0.83677 -2.32412
H -1.04714 0.91841 -3.04813
H -3.16475 1.32127 -1.70601
H -2.30337 1.26351 1.68361
H -1.72407 -0.31491 1.71997
H -3.40191 -0.17670 1.39847
*
```


Record 4
Computed, not measured: one molecule with the formula C6H12N2, with ωB97M-V/def2-TZVPD.

The value obtained for the HOMO-LUMO gap is 9.108 eV. The calculation puts the total energy at -345.120477 Eh. For the energy above the lowest of the compared OMol25 structures with the same formula, charge and spin, the calculation gives 5.643 eV. For the largest force on an atom, the calculation gives 4.47 eV/A.

ORCA input file:
```
! wB97M-V def2-TZVPD RIJCOSX def2/J DEFGRID3
* xyz 0 1
C 1.29742 2.24573 -0.02409
C -0.12417 0.44437 -0.80805
C -0.99558 -0.69045 -1.32103
C -0.93961 -0.14568 1.19589
C 0.43954 -0.11314 0.48439
C 1.01536 -1.57333 0.34241
H 0.53615 2.70221 0.54942
H 1.50437 2.77669 -0.94708
H 2.21006 2.12281 0.63617
H -0.82337 1.28194 -0.55308
H -1.65710 -0.46893 -2.11222
H -0.39060 -1.62885 -1.48857
H -2.23189 -1.49649 0.08494
H -0.91173 -0.85459 1.92632
H -1.50649 0.81654 1.33673
H 1.66347 -1.53045 1.14775
H 0.24562 -2.34626 0.46081
H 1.38351 -1.82357 -0.57813
N 1.09910 0.88269 -0.36435
N -1.81405 -0.60124 0.03177
*
```


Record 5
Computed, not measured: a 2-piece molecular cluster, C6H12N2 overall, with ωB97M-V/def2-TZVPD.

The value obtained for the HOMO-LUMO gap is 9.541 eV. The calculation puts the total energy at -345.236146 Eh. For the energy above the lowest of the compared OMol25 structures with the same formula, charge and spin, the calculation gives 2.496 eV. For the largest force on an atom, the calculation gives 2.14 eV/A.

ORCA input file:
```
! wB97M-V def2-TZVPD RIJCOSX def2/J DEFGRID3
* xyz 0 1
C -0.18337 0.19706 1.50872
C 0.92576 0.69052 2.11907
N 1.87994 -0.10290 2.82179
N -1.16175 0.97598 0.85303
H -0.32352 -0.92145 1.47375
H 1.13933 1.75358 2.16762
H 1.81233 0.01967 3.79794
H 2.82365 0.16722 2.57850
H -1.96426 1.15248 1.45670
H -1.52699 0.48899 0.02949
C 0.04449 -2.24651 -1.60155
C 0.09549 -0.89884 -1.42219
C -0.69791 0.02042 -2.25212
C -0.75018 1.37486 -2.16367
H -0.65629 -2.67203 -2.35326
H 0.68132 -2.92206 -1.05874
H 0.78817 -0.48270 -0.69720
H -1.30710 -0.46243 -2.98907
H -1.33319 1.93940 -2.89807
H -0.28591 1.92873 -1.37075
*
```


Record 6
Computed, not measured: one molecule with the formula C6H12N2, with ωB97M-V/def2-TZVPD.

The value obtained for the HOMO-LUMO gap (alpha / beta) is 7.953 / 8.253 eV. The calculation puts the total energy at -345.146098 Eh. For the energy above the lowest of the compared OMol25 structures with the same formula, charge and spin, the calculation gives 4.946 eV. For the largest force on an atom, the calculation gives 1.53 eV/A.

ORCA input file:
```
! wB97M-V def2-TZVPD RIJCOSX def2/J DEFGRID3
* xyz 0 1
C 0.53448 2.37120 -0.76753
C 1.40832 -1.17589 1.15221
C -0.13324 -1.17686 -1.34076
N -0.25296 1.22151 -1.09912
C 0.14599 0.05394 -0.48748
C -1.12764 0.43692 0.60859
C -2.00134 -0.51301 0.90507
N 1.04428 0.07387 0.53922
H -1.10619 1.40855 1.06847
H 0.18654 3.22595 -1.34663
H 0.50430 2.63758 0.29946
H 1.60361 2.15730 -0.93939
H 2.19079 -0.98462 1.88646
H 0.55076 -1.63298 1.66967
H 1.79140 -1.91294 0.43372
H 0.68392 -1.27452 -2.05713
H -1.05566 -1.03384 -1.89476
H -0.20168 -2.08698 -0.74884
H -1.95922 -1.52454 0.53214
H -2.80646 -0.27062 1.58662
*
```